Entry 1:
Entry from the Open Molecules 2025 dataset: 2 unconnected molecules or ions with the total composition CH5N5OS in a non-equilibrium geometry (the ωB97M-V functional and the def2-TZVPD basis).

Values from the calculation:
Energy relative to the best compared isomer or geometry (same formula, charge and spin): 143.0 kJ/mol
DFT total energy: -788.07708 Eh
E_LUMO: -0.2 eV

```
13
Properties=species:S:1:pos:R:3:forces:R:3:nbo_charge:R:1
C -1.15927 -0.59927 0.73615 -0.879 1.157 -0.565 0.262
N 1.44793 1.60028 0.15051 -2.927 -1.978 -0.191 -0.497
N -1.55673 0.40726 1.20494 1.188 -3.463 -1.479 0.171
N -1.09167 -1.10781 -1.58367 -0.036 0.841 -1.981 -0.653
N -1.02371 -1.51411 -0.26330 -2.575 1.596 0.460 -0.458
N 2.40835 1.25326 0.88288 1.680 0.294 0.296 -0.285
O -1.86251 1.31582 1.88558 -0.744 2.332 1.256 -0.396
S 2.48884 -0.18498 1.50528 -0.223 -0.937 0.597 0.050
H 0.57198 0.99437 0.04802 1.531 0.901 0.102 0.350
H 1.56579 2.41519 -0.36319 -0.059 1.757 -0.805 0.383
H -0.26517 -0.61598 -1.85704 0.776 0.680 0.145 0.328
H -1.13468 -1.80948 -2.34198 -0.645 -0.323 1.567 0.374
H -0.38916 -2.15454 -0.00417 2.912 -2.859 0.597 0.372
```
Positions in Å, forces in eV/Å.

***

Entry 2:
Entry from the Open Molecules 2025 dataset: 3 unconnected molecules or ions with the total composition CH5NO in a non-equilibrium geometry (the ωB97M-V functional and the def2-TZVPD basis).

Values from the calculation:
Energy relative to the best compared isomer or geometry (same formula, charge and spin): 570.4 kJ/mol
DFT total energy: -170.86494 Eh
E_LUMO: -1.9 eV

```
8
Properties=species:S:1:pos:R:3:forces:R:3:nbo_charge:R:1
C -1.45219 -0.01447 -0.05605 0.250 -0.677 1.621 -0.069
N -0.32525 0.17111 -0.63932 -0.647 -3.344 0.002 -0.504
H -1.49347 0.09311 1.03087 -0.388 -0.446 0.247 0.131
H -2.41526 -0.29145 -0.49065 -0.282 0.925 -0.864 0.173
H -0.10572 -1.32327 0.30996 -0.215 3.097 -1.354 0.317
H 2.46267 1.02609 -0.31225 -0.350 -0.053 -0.321 0.468
H 1.22278 0.00673 -0.08478 1.581 1.368 0.075 0.478
O 2.10642 0.33214 0.24223 0.050 -0.870 0.594 -0.994
```
Positions in Å, forces in eV/Å.

***

Entry 3:
Entry from the Open Molecules 2025 dataset: 2 unconnected molecules or ions with the total composition CH5NO in a non-equilibrium geometry (the ωB97M-V functional and the def2-TZVPD basis).

Values from the calculation:
Energy relative to the best compared isomer or geometry (same formula, charge and spin): 68.8 kJ/mol
DFT total energy: -171.05597 Eh
SMILES: C=N.O
E_LUMO: 1.0 eV

```
8
Properties=species:S:1:pos:R:3:forces:R:3:nbo_charge:R:1
C 0.74100 -1.35874 -1.19115 -0.153 -1.134 0.082 -0.031
N -0.28391 -0.65977 -1.10651 -1.328 0.864 0.062 -0.591
H 1.68823 -0.95343 -1.38557 1.271 1.017 -0.220 0.152
H 0.75396 -2.42431 -1.09057 -0.151 -0.898 0.083 0.136
H -1.12666 -1.22824 -0.94913 0.377 0.189 0.036 0.335
O -0.94228 2.05238 2.00473 0.620 0.681 0.323 -0.942
H -0.45940 2.78447 2.44734 -0.481 -0.757 -0.478 0.467
H -0.37094 1.78763 1.27086 -0.154 0.037 0.113 0.475
```
Positions in Å, forces in eV/Å.

***

Entry 4:
Entry from the Open Molecules 2025 dataset: 2 unconnected molecules or ions with the total composition CH5NO in a non-equilibrium geometry (the ωB97M-V functional and the def2-TZVPD basis).

Values from the calculation:
Multiplicity: 2
Energy relative to the best compared isomer or geometry (same formula, charge and spin): 186.7 kJ/mol
DFT total energy: -170.66469 Eh
Expectation value of S²: 0.763
Charge: +1
E_LUMO (alpha / beta): -6.7 / -10.0 eV

```
8
Properties=species:S:1:pos:R:3:forces:R:3:nbo_charge:R:1
C -1.52377 -0.70792 -0.67748 -1.178 -0.200 3.450 0.033
N -1.70425 -0.35860 0.59910 2.922 1.117 -5.849 -0.120
H -2.12710 -1.52702 -1.17680 0.340 0.946 0.777 0.295
H -0.68969 -0.28515 -1.33249 -0.556 -0.167 1.247 0.320
H -1.25923 0.58677 0.92151 -1.295 -1.695 0.413 0.470
H 2.47469 1.47922 0.25803 -1.664 -2.524 -0.111 0.479
H 2.74695 0.29070 0.99615 1.992 -1.743 2.199 0.474
O 2.08240 0.52199 0.41196 -0.561 4.266 -2.125 -0.951
```
Positions in Å, forces in eV/Å.

***

Entry 5:
Entry from the Open Molecules 2025 dataset: 2 unconnected molecules or ions with the total composition CH5NO2 in a non-equilibrium geometry (the ωB97M-V functional and the def2-TZVPD basis).

Values from the calculation:
Multiplicity: 2
Energy relative to the best compared isomer or geometry (same formula, charge and spin): 0.0 kJ/mol
DFT total energy: -246.28716 Eh
Expectation value of S²: 0.753
Charge: -1
E_LUMO (alpha / beta): 4.8 / 4.7 eV

```
9
Properties=species:S:1:pos:R:3:forces:R:3:nbo_charge:R:1
C -0.43804 -0.64707 -0.15826 0.333 0.159 -0.614 0.110
N -0.53629 -2.07758 -0.21796 -0.540 -0.747 0.707 -0.926
O 0.56044 -0.11210 0.47236 0.356 -0.137 0.336 -0.894
H -1.29740 -0.08938 -0.52930 -0.141 -0.099 0.033 0.062
H 0.29998 -2.64136 -0.21997 0.326 0.423 -0.161 0.335
H -1.26743 -2.51315 -0.75656 -0.035 0.350 -0.189 0.339
H 1.00013 1.69984 0.01163 -0.740 -0.260 -0.220 0.512
H -0.01862 2.40200 0.80644 -0.176 -0.071 -0.090 0.459
O 0.45410 2.51984 -0.02282 0.617 0.380 0.198 -0.998
```
Positions in Å, forces in eV/Å.

***

Entry 6:
Entry from the Open Molecules 2025 dataset: 2 unconnected molecules or ions with the total composition CH5NO2 in a non-equilibrium geometry (the ωB97M-V functional and the def2-TZVPD basis).

Values from the calculation:
Energy relative to the best compared isomer or geometry (same formula, charge and spin): 373.2 kJ/mol
DFT total energy: -246.21473 Eh
SMILES: C=O.NO
E_LUMO: 0.7 eV

```
9
Properties=species:S:1:pos:R:3:forces:R:3:nbo_charge:R:1
C -1.48878 -0.12920 0.29868 -2.191 2.975 -1.603 0.290
O -1.30820 -0.35632 1.45232 0.459 -0.795 0.158 -0.513
H -2.06856 0.85199 -0.03019 0.752 -1.159 0.784 0.070
H -1.24343 -0.63152 -0.64617 0.589 -1.060 0.660 0.145
N 1.50755 -0.09126 0.25685 -2.138 1.396 1.632 -0.519
O 1.01484 -0.21342 -1.08797 0.706 0.700 -0.845 -0.613
H 0.86336 -0.78195 0.77062 1.336 1.539 -0.709 0.357
H 1.11480 0.92001 0.50762 0.969 -2.808 0.116 0.317
H 1.60841 0.43168 -1.52176 -0.482 -0.788 -0.194 0.465
```
Positions in Å, forces in eV/Å.

***

Entry 7:
Entry from the Open Molecules 2025 dataset: 2 unconnected molecules or ions with the total composition CH5NO2S in a non-equilibrium geometry (the ωB97M-V functional and the def2-TZVPD basis).

Values from the calculation:
Energy relative to the best compared isomer or geometry (same formula, charge and spin): 353.6 kJ/mol
DFT total energy: -644.40961 Eh
E_LUMO: 0.0 eV

```
10
Properties=species:S:1:pos:R:3:forces:R:3:nbo_charge:R:1
C 0.71473 0.48852 0.03088 1.515 -1.273 -0.920 -0.060
N 0.97088 1.66547 -0.28083 2.158 0.514 2.337 -0.602
O -2.31161 1.10997 -0.46316 0.527 2.357 -1.802 -0.953
O -2.68432 -1.39164 -0.53897 -2.225 0.679 -0.695 -0.910
S -2.13706 -0.06357 0.31536 -3.593 -2.552 1.916 1.396
H -3.66734 -1.25620 -0.88586 3.025 -0.209 1.062 0.497
H -0.06043 -0.05465 -0.56129 0.754 -0.189 0.882 0.133
H 1.51857 -0.04157 0.69785 -1.937 0.564 -1.070 0.177
H 0.38424 2.19181 -0.84701 -1.700 0.453 -1.579 0.351
H -3.38871 -0.00611 1.06235 1.476 -0.345 -0.132 -0.029
```
Positions in Å, forces in eV/Å.

***

Entry 8:
Entry from the Open Molecules 2025 dataset: 2 unconnected molecules or ions with the total composition CH5NO2S in a non-equilibrium geometry (the ωB97M-V functional and the def2-TZVPD basis).

Values from the calculation:
Energy relative to the best compared isomer or geometry (same formula, charge and spin): 251.7 kJ/mol
DFT total energy: -644.44844 Eh
SMILES: C=O.NSO
E_LUMO: 0.7 eV

```
10
Properties=species:S:1:pos:R:3:forces:R:3:nbo_charge:R:1
C 1.26531 -1.60007 1.30705 -0.526 0.768 1.726 0.271
O 0.95909 -0.67402 2.03218 0.304 -1.322 -0.854 -0.477
H 1.91831 -1.52787 0.47450 0.876 0.729 -1.188 0.108
H 0.97026 -2.64050 1.46848 -0.593 -0.255 0.434 0.093
N -1.36736 -0.47711 -1.17396 -1.531 -2.571 1.253 -1.047
S -0.05362 0.48362 -1.36869 -0.864 0.294 0.084 0.701
O 0.18612 1.28617 0.04523 0.156 0.751 0.940 -0.889
H -2.35373 -0.21844 -1.06414 0.789 1.087 -0.651 0.381
H -1.38448 -1.41021 -0.66136 1.192 1.643 -0.823 0.372
H -0.25661 2.15543 0.21447 0.198 -1.124 -0.920 0.489
```
Positions in Å, forces in eV/Å.

***

Entry 9:
Entry from the Open Molecules 2025 dataset: 2 unconnected molecules or ions with the total composition CH5NO2S in a non-equilibrium geometry (the ωB97M-V functional and the def2-TZVPD basis).

Values from the calculation:
Energy relative to the best compared isomer or geometry (same formula, charge and spin): 467.1 kJ/mol
DFT total energy: -644.36638 Eh
SMILES: CSO.N=O
E_LUMO: -1.3 eV

```
10
Properties=species:S:1:pos:R:3:forces:R:3:nbo_charge:R:1
C 1.44362 1.13978 -0.74911 1.461 3.083 0.559 -0.834
S 1.50292 -0.44420 0.14019 -0.159 -0.220 -1.653 0.514
O 0.64626 -0.19540 1.47672 0.034 0.735 1.554 -0.873
H 2.31470 1.81098 -0.32062 -1.608 -1.197 -0.743 0.211
H 1.68607 1.09115 -1.83684 -0.287 -0.667 0.789 0.238
H 0.54199 1.83591 -0.66835 0.734 -1.560 0.145 0.238
H -0.28476 -0.43596 1.46164 -0.196 -0.183 -0.607 0.499
N -2.56977 -1.95308 0.42332 0.637 3.031 -0.506 0.022
O -2.13714 -0.79973 0.64858 -1.943 -4.059 -1.577 -0.274
H -3.14389 -2.04946 -0.57554 1.326 1.037 2.040 0.258
```
Positions in Å, forces in eV/Å.

***

Entry 10:
Entry from the Open Molecules 2025 dataset: a molecular structure, CH5NO2S in a non-equilibrium geometry (the ωB97M-V functional and the def2-TZVPD basis).

Values from the calculation:
Energy relative to the best compared isomer or geometry (same formula, charge and spin): 336.2 kJ/mol
DFT total energy: -644.41625 Eh
E_LUMO: -0.8 eV

```
10
Properties=species:S:1:pos:R:3:forces:R:3:nbo_charge:R:1
C -0.74739 -0.56439 0.27283 1.851 0.706 -0.475 0.279
N 3.21425 1.55750 -1.41384 1.398 1.531 2.052 -0.948
O 2.22527 -0.02180 0.27405 1.074 1.375 0.365 -0.890
O -0.96599 0.55551 -0.09579 -0.169 0.393 -0.091 -0.511
S 3.11006 1.13670 0.03030 -1.117 -1.760 -1.088 1.457
H -4.42843 -1.04272 0.99666 1.538 0.919 0.259 0.004
H -1.51797 -1.22067 0.54806 -1.526 -1.178 0.530 0.098
H 0.29070 -0.94730 0.32255 -0.310 0.008 0.033 0.133
H 2.57029 1.17780 -2.04347 -1.184 -1.094 -1.324 0.383
H -3.75079 -0.63062 1.10863 -1.555 -0.900 -0.260 -0.005
```
Positions in Å, forces in eV/Å.

***

Entry 11:
Entry from the Open Molecules 2025 dataset: 2 unconnected molecules or ions with the total composition CH5NO2Si in a non-equilibrium geometry (the ωB97M-V functional and the def2-TZVPD basis).

Values from the calculation:
Energy relative to the best compared isomer or geometry (same formula, charge and spin): 403.1 kJ/mol
DFT total energy: -535.61290 Eh
E_LUMO (alpha / beta): -0.3 / -2.7 eV

```
10
Properties=species:S:1:pos:R:3:forces:R:3:nbo_charge:R:1
C -0.01217 0.81604 -0.16127 0.183 -0.151 0.142 -1.096
N 4.35246 -0.36250 -0.16306 -3.134 2.045 1.406 0.493
O 3.24062 -0.88690 -0.18053 2.481 0.056 -0.417 -0.269
O 4.59362 0.75571 0.25973 0.569 -2.146 -0.988 -0.261
Si -0.38054 -1.00079 0.13496 -0.155 0.466 -0.168 0.713
H 0.86874 1.11962 0.40477 -0.019 0.076 0.015 0.245
H 0.20426 0.99485 -1.21300 -0.036 -0.067 -0.069 0.248
H -0.84021 1.46091 0.12957 -0.056 -0.066 0.017 0.245
H 0.01080 -2.01454 -0.82252 0.181 -0.182 -0.210 -0.156
H -0.94154 -1.45185 1.39652 -0.014 -0.031 0.272 -0.161
```
Positions in Å, forces in eV/Å.

***

Entry 12:
Entry from the Open Molecules 2025 dataset: a gas-phase ion, CH5NO3PS (charge -1) in a non-equilibrium geometry (the ωB97M-V functional and the def2-TZVPD basis).

Values from the calculation:
Energy relative to the best compared isomer or geometry (same formula, charge and spin): 0.0 kJ/mol
DFT total energy: -1061.04699 Eh
SMILES: CNO[PH]#S(=O)[O-]
Charge: -1
E_LUMO: 4.0 eV

```
12
Properties=species:S:1:pos:R:3:forces:R:3:nbo_charge:R:1
C -1.20330 -0.58065 0.67970 0.345 0.239 2.310 -0.464
N -0.38278 -1.64983 0.19041 0.830 -1.629 2.663 -0.305
O 0.61312 -1.21317 -0.62312 1.894 0.465 -1.584 -0.665
P 1.76935 0.05592 -0.30213 -0.040 -0.775 -0.955 0.355
S 0.22874 1.76071 -0.79277 -1.062 0.002 -0.690 1.292
O 1.07303 2.72640 -1.55171 -0.028 0.238 0.857 -1.028
O -0.41942 2.22082 0.49478 1.537 0.194 -0.963 -1.030
H -1.60540 0.05011 -0.13764 -0.395 -0.868 0.531 0.217
H -1.85456 -1.29725 1.30011 -0.253 2.042 -0.596 0.182
H -0.61713 0.18840 1.35283 -1.235 -1.522 -0.976 0.205
H 0.02771 -2.12271 1.12139 -0.573 1.182 -2.519 0.286
H 2.37063 -0.13873 -1.73185 -1.019 0.433 1.922 -0.044
```
Positions in Å, forces in eV/Å.